# 1
{"formula": "C9H16N3O2P", "method": "ωB97M-V/def2-TZVPD", "orbital_gap_ha": 0.2758, "e_homo_ev": -7.168, "multiplicity": 1, "de_lowest_kcal_mol": 54.8, "elements": ["C", "C", "C", "C", "C", "C", "C", "C", "C", "N", "N", "N", "O", "O", "P", "H", "H", "H", "H", "H", "H", "H", "H", "H", "H", "H", "H", "H", "H", "H", "H"], "xyz": [[-1.8709, 1.6652, -1.6237], [-0.5684, 1.5580, -1.1019], [-2.3372, 0.6483, -2.3390], [0.0671, 0.3407, -1.0044], [1.8228, -1.1505, 1.8301], [-1.6471, -0.5462, -2.6938], [-0.7394, -0.9005, -1.5051], [1.3193, 0.0362, -0.3296], [0.7045, -0.1738, 1.5623], [-1.0453, -1.9791, 1.8447], [-0.5395, -0.5776, 1.7692], [2.3514, 0.9146, -0.3847], [1.7246, -2.3284, 1.7162], [3.0520, -0.6106, 2.1197], [1.0014, 1.4883, 2.3155], [-2.5157, 2.5118, -1.4403], [-0.1404, 2.4866, -0.8725], [-3.3945, 0.5787, -2.7669], [-2.4596, -1.3847, -2.8133], [-1.1364, -0.3316, -3.6281], [0.0993, -1.5655, -1.7799], [-1.3345, -1.3963, -0.5865], [1.7545, -0.9800, -0.5440], [-1.2913, -2.1524, 2.8645], [-0.2634, -2.5664, 1.6861], [-1.2509, 0.0428, 1.2092], [2.9447, 0.2117, 2.5339], [2.0841, 1.8619, -0.4013], [3.2485, 0.6958, 0.0342], [0.3304, 2.0528, 1.1541], [0.0299, 1.5502, 3.1757]], "mulliken_charge": [-0.941, -0.123, -0.317, 0.350, 0.184, -0.589, -0.617, -0.514, 0.321, -0.727, -0.019, -0.433, -0.603, -0.474, -0.227, 0.426, 0.596, 0.261, 0.316, 0.294, 0.353, 0.212, 0.430, 0.280, 0.292, 0.357, 0.327, 0.262, 0.282, 0.019, 0.022]}

=====

# 2
{"formula": "C4H5NS", "method": "ωB97M-V/def2-TZVPD", "orbital_gap_ha": 0.2976, "e_homo_ev": -8.634, "multiplicity": 1, "de_lowest_kcal_mol": 97.3, "elements": ["C", "C", "C", "S", "N", "C", "H", "H", "H", "H", "H"], "xyz": [[0.1190, -0.4383, -2.2349], [0.5410, -0.8233, -1.1626], [0.8784, -1.0078, 0.2563], [1.8251, -2.3805, 0.7465], [0.5370, 0.1923, 1.0064], [-0.8768, 0.9315, 0.6480], [0.0546, 0.0934, -3.2045], [0.8417, 0.2407, 2.0469], [-1.5190, 0.9933, 1.6052], [-1.6659, 0.1113, 0.1284], [-0.7351, 2.0875, 0.1643]], "mulliken_charge": [0.200, -0.324, -0.162, -0.236, -0.215, -0.703, 0.351, 0.281, 0.299, 0.277, 0.233]}

=====

# 3
{"formula": "C9H11O3", "method": "ωB97M-V/def2-TZVPD", "charge": -1, "orbital_gap_ha": 0.2351, "e_homo_ev": -3.432, "multiplicity": 1, "de_lowest_kcal_mol": 75.9, "elements": ["C", "C", "C", "C", "C", "C", "C", "O", "H", "H", "H", "H", "H", "H", "H", "H", "C", "C", "O", "O", "H", "H", "H"], "xyz": [[2.3890, -2.0754, -2.4139], [-0.7544, 0.3991, -0.9822], [-0.4031, 0.3136, -2.3879], [-0.1461, -0.3652, -0.0396], [0.4806, -0.6569, -2.8084], [0.7433, -1.4296, -0.5307], [1.1054, -1.4747, -1.8388], [-1.3979, 1.5462, -0.5684], [-2.1394, 1.3890, 0.0393], [-0.6454, 0.9141, -3.2901], [-0.4214, 0.0221, 0.9389], [0.6720, -0.7621, -3.8166], [1.0099, -2.1098, 0.2678], [2.3747, -3.0541, -2.2325], [3.3989, -1.5980, -1.9708], [2.4865, -1.7289, -3.4639], [-0.6152, 1.4335, 3.9276], [-1.8982, 1.6073, 3.1708], [-2.0102, 2.6091, 2.4110], [-2.9675, 0.8724, 3.2785], [0.2105, 1.9591, 3.5854], [-0.5195, 0.4130, 3.8626], [-0.9527, 1.7762, 4.8620]], "mulliken_charge": [-1.207, 0.239, -0.548, -0.195, -0.503, -0.521, 0.559, -0.496, 0.361, 0.251, 0.329, 0.408, 0.362, 0.358, 0.216, 0.330, -1.050, 0.716, -0.715, -0.789, 0.239, 0.286, 0.372]}

=====

# 4
{"formula": "C6H14O3", "method": "ωB97M-V/def2-TZVPD", "orbital_gap_ha": 0.4002, "e_homo_ev": -10.256, "multiplicity": 1, "de_lowest_kcal_mol": 2.3, "elements": ["C", "C", "C", "C", "C", "C", "O", "O", "O", "H", "H", "H", "H", "H", "H", "H", "H", "H", "H", "H", "H", "H", "H"], "xyz": [[-0.7701, 1.5408, 0.0908], [-0.8614, 0.0222, 0.0152], [-1.1362, -0.5667, 1.3960], [-2.0584, -0.3795, -0.9630], [0.3584, -0.6091, -0.6315], [1.7746, -0.0878, -0.0906], [2.0584, 1.1927, -0.5505], [1.8345, -0.1190, 1.2970], [2.7991, -0.9019, -0.6253], [0.0068, 1.8375, 0.7892], [-1.7195, 1.9530, 0.4277], [-0.5298, 1.9628, -0.8815], [-1.2729, -1.6447, 1.3363], [-2.0381, -0.1268, 1.8166], [-0.3072, -0.3589, 2.0654], [-1.9498, 0.1251, -1.9201], [-2.1053, -1.4547, -1.1207], [-2.9947, -0.0644, -0.5090], [0.3925, -0.3928, -1.6997], [0.3474, -1.6879, -0.4714], [2.8415, 1.1375, -1.1128], [2.5926, 0.4072, 1.5870], [2.7378, -1.7844, -0.2451]], "mulliken_charge": [-1.834, 2.014, -1.697, -1.769, -0.997, 0.527, -0.512, -0.446, -0.603, 0.328, 0.511, 0.341, 0.393, 0.430, 0.325, 0.432, 0.381, 0.430, 0.240, 0.542, 0.326, 0.313, 0.324]}

=====

# 5
{"formula": "C3H6CrO3", "method": "ωB97M-V/def2-TZVPD", "charge": 1, "orbital_gap_ha": [0.2442, 0.3046], "s_squared": 3.992, "e_homo_ev": [-14.276, -14.337], "multiplicity": 4, "de_lowest_kcal_mol": 0.0, "elements": ["O", "C", "C", "O", "C", "Cr", "H", "H", "H", "H", "H", "O", "H"], "xyz": [[1.5356, 1.6908, 2.7807], [1.0503, 0.8395, 2.0438], [1.4287, -0.6234, 2.2864], [0.7752, -1.4629, 1.3461], [1.0613, -2.8490, 1.4856], [-0.4329, -0.4776, 0.0938], [1.1360, -0.9083, 3.3086], [2.5195, -0.7335, 2.1845], [0.5195, -3.3805, 0.6960], [2.1396, -3.0221, 1.3644], [0.7280, -3.2012, 2.4717], [0.3394, 1.0694, 1.0033], [0.0481, -0.4209, -1.5358]], "mulliken_charge": [-0.511, 0.419, -0.109, -0.399, -0.606, 0.998, 0.396, 0.369, 0.257, 0.306, 0.315, -0.656, 0.220]}

=====

# 6
{"formula": "C30H45F5LuP2S", "method": "ωB97M-V/def2-TZVPD", "charge": 1, "orbital_gap_ha": [0.1226, 0.1122], "e_homo_ev": [-8.548, -8.313], "multiplicity": 1, "elements": ["Lu", "C", "C", "C", "C", "C", "C", "H", "H", "H", "C", "H", "H", "H", "C", "H", "H", "H", "C", "H", "H", "H", "C", "H", "H", "H", "C", "C", "C", "C", "C", "C", "C", "C", "H", "H", "H", "H", "H", "H", "H", "H", "H", "H", "H", "H", "P", "C", "H", "H", "H", "C", "H", "H", "H", "C", "H", "H", "H", "P", "C", "H", "H", "H", "C", "H", "H", "H", "C", "H", "H", "H", "F", "C", "C", "F", "C", "F", "C", "S", "C", "F", "C", "F"], "xyz": [[-0.4723, 0.3362, -1.1751], [-2.9446, 0.9814, -0.5660], [-2.3263, 1.6933, 0.6273], [-1.3101, 2.4437, -1.3800], [-2.3216, 1.4231, -1.7465], [-1.3133, 2.6223, 0.0084], [-3.7280, -0.2688, -0.4383], [-3.8192, -0.5886, 0.6141], [-3.3544, -1.0983, -1.0751], [-4.7437, -0.0707, -0.7991], [-2.1705, 0.6525, -3.0399], [-3.0894, 0.1312, -3.3232], [-1.3412, -0.1712, -3.0636], [-1.8782, 1.3162, -3.8594], [-0.1158, 2.6769, -2.2415], [-0.4003, 2.7817, -3.2920], [0.6523, 1.8065, -2.2179], [0.3995, 3.5869, -1.9076], [-0.1545, 3.0850, 0.7992], [-0.4770, 3.3668, 1.8039], [0.3573, 3.9214, 0.3158], [0.6112, 2.2998, 0.9408], [-3.1576, 2.2503, 1.7733], [-3.7562, 3.1086, 1.4480], [-2.4933, 2.5977, 2.5740], [-3.8094, 1.4782, 2.1846], [1.1460, -2.6029, 0.8024], [0.2148, -2.5092, 1.7533], [0.4044, -2.2280, 3.1872], [1.7893, -1.6567, 3.5657], [2.0440, -0.3397, 2.9056], [2.6068, -0.1084, 1.7096], [3.2261, -1.1427, 0.7880], [2.6262, -2.5659, 0.9279], [0.1911, -3.1528, 3.7306], [2.5650, -2.4008, 3.3545], [-0.3993, -1.5673, 3.5462], [2.9701, -3.0053, 1.8646], [0.8351, -2.6199, -0.2486], [-0.8264, -2.6546, 1.4635], [3.0603, -3.2044, 0.1441], [3.1616, -0.8123, -0.2644], [2.6470, 0.9285, 1.3257], [4.3140, -1.1834, 0.9927], [1.7877, -1.4816, 4.6524], [1.6441, 0.4916, 3.4961], [-1.6454, -2.8544, -3.7765], [-3.0960, -2.8409, -4.9278], [-3.2222, -3.8104, -5.4368], [-2.9304, -2.0621, -5.6876], [-4.0037, -2.6167, -4.3476], [-0.4143, -3.4097, -5.0371], [-0.6999, -4.3669, -5.5034], [0.5599, -3.5179, -4.5387], [-0.3529, -2.6346, -5.8151], [-1.9727, -4.5307, -3.0482], [-2.1611, -5.2858, -3.8321], [-2.8559, -4.4552, -2.3939], [-1.0946, -4.8269, -2.4520], [3.1353, 2.6252, -2.7433], [3.5076, 4.3467, -2.1400], [4.4646, 4.7275, -2.5424], [3.5576, 4.3151, -1.0379], [2.6869, 5.0131, -2.4571], [4.8387, 1.9383, -2.5844], [5.5882, 2.5711, -3.0868], [4.8374, 0.9389, -3.0447], [5.0830, 1.8513, -1.5144], [3.1758, 3.0158, -4.5458], [4.1353, 3.4601, -4.8548], [2.3601, 3.7183, -4.7749], [3.0192, 2.0704, -5.0853], [-1.0191, 0.1868, 9.1022], [-1.1660, -0.0220, 7.7787], [-0.8944, -1.2755, 7.2469], [-0.4193, -2.2705, 8.0166], [-1.0911, -1.4934, 5.8684], [-1.0492, -2.8069, 5.4924], [-1.3715, -0.4492, 5.0340], [-1.2163, 0.3507, 1.3101], [-1.6530, 0.7877, 5.5374], [-1.9395, 1.8642, 4.7543], [-1.5961, 1.0050, 6.9388], [-1.9359, 2.1973, 7.4677]], "mulliken_charge": [0.697, -0.057, 1.687, 0.448, -0.086, -0.127, -1.641, 0.361, 0.227, 0.404, -0.979, 0.454, 0.039, 0.354, -1.083, 0.342, 0.150, 0.487, -1.587, 0.412, 0.470, 0.157, -1.360, 0.363, 0.304, 0.439, -0.424, -0.831, 0.557, -1.123, -0.260, -0.442, -0.514, -1.337, 0.448, 0.417, -0.473, 0.361, 0.804, 0.507, 0.495, 0.127, 0.585, 0.366, 0.502, 0.352, 0.621, -1.335, 0.422, 0.376, 0.343, -1.249, 0.367, 0.353, 0.385, -1.207, 0.390, 0.364, 0.370, 0.680, -1.240, 0.401, 0.328, 0.366, -1.154, 0.395, 0.360, 0.354, -1.299, 0.379, 0.355, 0.350, -0.298, 0.413, 0.343, -0.324, 0.213, -0.378, -0.290, 0.217, 0.184, -0.247, 0.040, -0.339]}

=====

# 7
{"formula": "C37H32Br2N6O2SSm", "method": "ωB97M-V/def2-TZVPD", "charge": 1, "orbital_gap_ha": [0.2174, 0.2181], "s_squared": 8.765, "e_homo_ev": [-10.249, -10.257], "multiplicity": 6, "de_lowest_kcal_mol": 0.0, "elements": ["Sm", "C", "C", "C", "C", "C", "C", "N", "N", "C", "C", "C", "C", "C", "N", "H", "H", "H", "H", "H", "H", "H", "H", "H", "Br", "C", "C", "C", "Br", "C", "C", "C", "C", "N", "C", "C", "O", "H", "H", "H", "H", "C", "C", "C", "N", "C", "S", "N", "C", "O", "C", "C", "C", "C", "C", "C", "H", "H", "H", "H", "H", "H", "H", "H", "H", "H", "H", "H", "H", "H", "C", "C", "C", "C", "C", "C", "H", "H", "H", "H", "H"], "xyz": [[-0.9503, 1.2514, -0.5401], [-1.8882, 2.5150, 4.5348], [-1.5692, 3.7794, 4.0229], [-1.7643, 4.0566, 2.6719], [-2.2699, 3.0106, 1.8908], [-2.5705, 1.7503, 2.3695], [-2.4304, 1.5138, 3.7320], [-2.3051, 3.1279, 0.5004], [-2.6295, 4.2403, 0.0162], [-2.3859, 4.3224, -1.3671], [-3.0564, 5.3198, -2.0883], [-2.8212, 5.4465, -3.4371], [-1.9271, 4.5120, -4.0148], [-1.2759, 3.5568, -3.2138], [-1.5343, 3.4485, -1.9037], [-1.7372, 2.2979, 5.5841], [-1.0839, 4.5091, 4.6508], [-1.5242, 5.0208, 2.2027], [-2.9037, 0.9926, 1.6809], [-2.7003, 0.6026, 4.1631], [-3.7054, 6.0169, -1.5292], [-3.1962, 6.2498, -4.0534], [-1.6185, 4.5573, -5.0528], [-0.5649, 2.8339, -3.6493], [-2.1931, -2.2180, 2.9932], [-0.5873, -1.2752, 3.1075], [0.1651, -1.3782, 4.2812], [1.2783, -0.6293, 4.4834], [2.3501, -0.9064, 6.0012], [1.6164, 0.3525, 3.4479], [2.7096, 1.2302, 3.5612], [2.9688, 2.1266, 2.5736], [2.0791, 2.2042, 1.5058], [1.0330, 1.4065, 1.3433], [0.8110, 0.4500, 2.3093], [-0.2495, -0.4422, 2.0509], [-0.8913, -0.4133, 0.9172], [-0.1149, -2.0669, 5.0721], [3.3747, 1.1083, 4.4041], [3.8425, 2.8033, 2.5749], [2.3141, 2.9252, 0.7509], [4.3166, -2.3849, 0.4645], [3.5519, -1.0924, 0.6628], [3.1764, -0.3210, -0.5679], [2.3160, -1.0884, -1.4607], [1.4223, -0.5716, -2.2509], [1.2243, 1.1563, -2.3981], [0.6624, -1.3303, -3.0758], [0.5569, -2.7282, -3.2124], [0.2115, -3.1812, -4.2439], [0.8783, -3.6343, -2.0427], [0.4200, -3.3690, -0.7506], [0.6490, -4.2577, 0.2779], [1.4743, -5.3764, 0.0614], [1.9564, -5.6436, -1.2222], [1.6652, -4.7827, -2.2783], [4.5543, -2.8378, 1.4538], [5.2139, -2.3185, -0.1475], [3.6491, -3.1250, -0.0285], [4.1490, -0.4109, 1.3413], [2.6405, -1.2878, 1.2205], [4.1106, -0.0795, -1.1030], [2.6369, 0.5964, -0.3916], [2.6039, -2.0530, -1.5908], [0.0587, -0.8114, -3.6997], [-0.1440, -2.4560, -0.6125], [0.2052, -4.0647, 1.2645], [1.7367, -6.0390, 0.8776], [2.6525, -6.5008, -1.4221], [2.0143, -5.0565, -3.2968], [-3.0856, -2.1097, -3.6091], [-3.1107, -2.4954, -2.2615], [-2.7540, -1.6164, -1.2688], [-2.3121, -0.3259, -1.5928], [-2.3062, 0.0336, -2.9431], [-2.6755, -0.8471, -3.9592], [-3.3438, -2.8219, -4.3823], [-3.4718, -3.4965, -1.9532], [-2.8157, -1.9627, -0.2146], [-1.9909, 1.0330, -3.2154], [-2.7911, -0.5507, -4.9764]], "mulliken_charge": [0.638, -0.682, -0.641, -0.466, 0.341, -0.344, -0.872, 0.787, -1.128, 0.260, -0.370, -0.481, -0.775, -0.010, -0.021, 0.453, 0.420, 0.463, 0.879, 0.657, 0.466, 0.428, 0.424, 0.397, -0.102, -0.010, -0.242, -0.578, -0.203, 1.471, -0.892, -0.790, -1.032, 0.631, -0.567, 0.706, -0.157, 0.550, 0.424, 0.412, 0.471, -1.247, 0.600, -0.436, 0.046, 0.328, -0.429, 0.184, 0.014, -0.508, -0.558, 1.079, -0.781, -0.506, -0.622, -0.398, 0.400, 0.327, 0.151, 0.267, -0.382, 0.284, -0.002, 0.246, 0.248, 0.411, 0.416, 0.423, 0.337, 0.416, -0.594, -0.556, -0.367, 1.028, -0.760, -0.751, 0.385, 0.369, 0.213, 0.329, 0.481]}

=====

# 8
{"formula": "C7H13NO", "method": "ωB97M-V/def2-TZVPD", "orbital_gap_ha": [0.3003, 0.3003], "e_homo_ev": [-8.336, -8.336], "multiplicity": 1, "de_lowest_kcal_mol": 82.0, "elements": ["C", "C", "C", "C", "C", "C", "C", "N", "O", "H", "H", "H", "H", "H", "H", "H", "H", "H", "H", "H", "H", "H"], "xyz": [[1.4148, -0.5135, -0.1237], [0.3172, -1.3849, -0.1913], [-2.7203, 1.4951, 0.3073], [2.0032, -0.0928, 1.1826], [2.1019, -0.1290, -1.3866], [-0.7986, 0.1140, -0.5807], [-1.9606, 0.2080, 0.4344], [-2.3283, -0.6632, 1.2685], [-1.0053, 0.1993, -1.8070], [-0.0462, 0.9002, -0.1453], [-1.8061, -1.5360, 1.2214], [0.1930, -1.9914, -1.0785], [0.0298, -1.9000, 0.7184], [-2.0396, 2.3432, 0.3985], [-3.4906, 1.5434, 1.0740], [-3.1797, 1.5578, -0.6789], [1.3431, 0.0781, -2.1510], [1.3185, -0.2600, 2.0116], [2.9043, -0.6882, 1.3678], [2.2973, 0.9570, 1.1684], [2.7563, 0.7313, -1.2547], [2.6960, -0.9683, -1.7552]], "mulliken_charge": [0.824, -1.071, -1.195, -1.344, -1.247, 0.484, 0.762, -0.784, -0.700, -0.029, 0.280, 0.295, 0.596, 0.323, 0.359, 0.298, 0.337, 0.358, 0.387, 0.362, 0.353, 0.350]}